(1)
125
Properties=species:S:1:pos:R:3:forces:R:3:mulliken_charge:R:1 method="wB97M-V/def2-TZVPD" largest_force_ha_per_bohr=0.104 total_charge=0 e_tot_ev=-131430.6157 e_homo_ha=-0.302
C 2.4808 -7.1259 2.3183 -3.107 0.016 -2.020 -0.672
C 1.3094 -7.1819 1.3741 3.559 0.855 1.838 -0.484
C 0.7800 -5.7000 0.8070 -2.991 -2.271 1.365 0.813
C 0.1000 -5.9760 -0.6484 -0.111 -0.048 -1.530 -0.687
C -0.4259 -5.2706 1.8857 0.703 1.338 0.878 -0.190
O -1.7343 -5.0693 1.2494 1.172 0.960 0.328 -0.536
C -1.9425 -3.6816 0.8090 -1.206 -0.229 0.099 1.419
C -2.6135 -2.8224 2.0749 -0.762 -0.585 -0.203 -0.138
O -1.7475 -1.6445 2.3887 -2.527 -2.212 -0.524 -0.221
N -2.3390 -0.5888 1.7441 5.141 1.413 -0.198 0.098
O -1.3944 0.1599 1.5113 -3.359 -0.826 0.000 -0.519
C -3.0361 -3.7668 -0.4527 0.826 -0.760 0.226 -1.029
B -2.5101 -3.0088 -1.8164 -0.515 0.182 -1.547 0.505
O -1.3994 -2.0317 -1.8286 -0.858 -3.057 -0.124 -0.484
O -3.2346 -3.3369 -3.0899 1.340 2.640 2.487 -0.556
O 1.7737 -4.6401 0.8893 0.067 -1.089 -2.644 0.078
C 2.4938 -4.3672 -0.3486 -1.045 2.257 0.157 -0.448
I 3.8110 -6.0100 -1.0366 -0.687 0.881 0.043 0.071
P 3.7349 -2.9284 0.1027 1.364 -0.201 2.039 0.291
C 3.9580 -1.7558 -1.3915 -0.910 0.935 -0.877 -0.657
O 2.9500 -2.0722 1.4240 0.959 -0.853 -0.880 -0.536
H 3.4647 -7.7404 2.1534 -2.532 0.426 1.052 0.257
H 2.3692 -6.3762 3.2241 0.983 -0.822 -2.596 0.200
H 0.8149 -8.2053 1.0131 1.712 2.495 -0.048 0.275
H 0.8166 -6.5152 -1.4368 -1.272 1.221 2.013 0.271
H -0.8705 -6.6702 -0.6167 2.201 1.713 0.437 0.346
H -0.2174 -4.9597 -1.1888 0.549 -2.113 1.353 -0.077
H -0.1207 -4.2292 2.3814 -0.337 -2.164 -1.004 0.198
H -0.4965 -6.0347 2.7869 -0.105 1.541 -2.402 -0.193
H -0.9104 -3.2277 0.4880 -2.044 -0.584 0.683 0.095
H -3.6690 -2.3813 1.7675 2.205 -1.020 0.583 0.147
H -2.7734 -3.4857 3.0379 0.728 1.337 -2.006 0.099
H -4.0873 -3.3535 -0.1454 1.930 -0.792 -0.556 0.241
H -3.1600 -4.9172 -0.7337 0.137 2.401 0.730 0.153
H -0.5693 -2.5914 -1.7506 -1.254 1.222 0.002 0.227
H -3.2916 -2.4988 -3.6403 0.469 -1.577 0.720 0.307
H 1.8420 -3.8963 -1.2209 0.888 -1.855 1.594 0.226
H 2.9659 -1.1973 -1.6912 1.920 -0.844 0.505 0.144
H 4.3070 -2.3516 -2.3603 -0.631 1.051 2.313 0.374
H 4.7959 -0.9634 -1.0847 -1.905 -1.861 -0.616 0.181
H 3.4199 -2.2946 2.2885 -0.705 0.260 -2.036 0.336
C -3.4148 -6.8963 4.0528 0.439 0.079 0.105 -0.699
C -4.5535 -7.5744 4.2087 -1.312 0.981 -1.018 0.234
C -4.6086 -8.8155 5.0298 -0.407 -0.922 0.492 0.791
O -5.6735 -9.4066 5.1703 0.633 0.643 -0.290 -0.613
C -3.3595 -9.2911 5.6447 -0.374 -0.018 -0.074 -0.906
C -2.2202 -8.6148 5.4858 1.307 -1.025 0.967 0.324
C -2.1712 -7.3591 4.6878 0.151 0.801 -0.486 1.058
O -1.1129 -6.7495 4.5749 -0.548 -0.691 0.504 -0.699
O -1.0421 -9.0575 6.0587 -1.174 1.229 -1.067 -0.576
O -5.7259 -7.1471 3.6128 1.201 -1.174 1.125 -0.561
H -3.3610 -5.9915 3.4606 0.029 -0.061 -0.037 0.451
H -3.4100 -10.2041 6.2241 -0.002 0.058 -0.028 0.416
H -0.3622 -8.3977 5.8000 -0.259 -0.282 0.109 0.349
H -6.4069 -7.8035 3.8765 0.268 0.259 -0.098 0.350
C -5.6934 0.3370 -0.1987 -0.075 -0.401 0.234 -0.788
C -6.0821 1.5753 -0.5087 1.384 0.683 -1.261 0.148
C -7.3196 2.1659 0.0722 -0.827 0.753 0.221 0.833
O -7.6411 3.3132 -0.2166 0.492 -0.831 0.018 -0.619
C -8.1209 1.3311 0.9808 0.079 0.309 -0.187 -0.872
C -7.7338 0.0915 1.2879 -1.356 -0.628 1.172 0.289
C -6.4821 -0.4887 0.7286 0.812 -0.522 -0.295 1.027
O -6.1428 -1.6243 1.0439 -0.406 0.618 -0.008 -0.639
O -8.4835 -0.6996 2.1390 1.530 0.436 -1.196 -0.588
O -5.3473 2.3565 -1.3816 -1.517 -0.488 1.269 -0.505
H -4.7949 -0.1039 -0.6119 -0.023 0.048 0.042 0.597
H -9.0272 1.7662 1.3819 0.059 -0.020 -0.019 0.421
H -7.9947 -1.5489 2.2040 -0.210 0.352 -0.013 0.347
H -5.8329 3.2078 -1.4418 0.188 -0.328 0.033 0.340
C 6.2967 2.9264 0.4972 -0.177 -0.300 0.073 -0.992
C 6.3558 4.1225 -0.0915 1.640 0.657 0.412 0.400
C 5.2266 4.6357 -0.9156 -0.706 0.625 -0.501 1.109
O 5.3021 5.7467 -1.4286 0.023 -0.449 1.112 -0.741
C 4.0491 3.7704 -1.0864 0.261 0.405 -0.094 -0.845
C 3.9917 2.5729 -0.5005 -1.662 -0.667 -0.519 0.237
C 5.1091 2.0717 0.3459 0.545 -0.610 0.621 0.916
O 5.0195 0.9745 0.8865 -0.159 0.683 -0.538 -0.574
O 2.8892 1.7534 -0.6590 1.806 0.525 0.625 -0.467
O 7.4699 4.9303 0.0440 -1.759 -0.478 -0.640 -0.592
H 7.1092 2.5420 1.1008 -0.060 0.026 -0.028 0.444
H 3.2431 4.1481 -1.7025 0.023 0.014 0.066 0.427
H 3.0876 0.9453 -0.1373 -0.147 0.282 -0.121 0.194
H 7.2689 5.7408 -0.4727 0.085 -0.346 0.249 0.344
C -1.1681 5.0674 1.8192 -0.040 -0.259 -0.091 -1.078
C -1.3400 5.9090 2.8405 0.593 1.574 -0.681 0.377
C -1.9004 5.4445 4.1397 -0.365 -0.099 0.987 0.868
O -2.0291 6.2371 5.0661 0.192 -0.248 -0.783 -0.621
C -2.2872 4.0299 4.2571 0.063 0.484 0.161 -0.832
C -2.1184 3.1893 3.2345 -0.734 -1.827 0.708 0.202
C -1.5326 3.6479 1.9451 0.416 -0.151 -1.209 1.223
O -1.3727 2.8477 1.0295 -0.279 0.794 0.844 -0.480
O -2.4823 1.8592 3.3371 0.602 2.045 -0.681 -0.510
O -1.0022 7.2452 2.7287 -0.661 -1.545 0.890 -0.586
H -0.7598 5.3911 0.8701 0.036 -0.032 0.050 0.505
H -2.7098 3.7096 5.2008 0.034 0.022 -0.051 0.452
H -2.2601 1.4602 2.4677 0.038 0.260 0.251 0.313
H -1.2189 7.6428 3.6001 0.090 -0.178 -0.345 0.340
C 7.1397 4.3477 -5.5890 -0.154 0.073 0.311 -1.006
C 7.9082 4.8085 -6.5777 0.191 -1.499 -1.180 0.375
C 8.4079 6.2114 -6.5797 0.494 0.968 -0.265 0.940
O 9.1279 6.6007 -7.4923 -0.521 -0.572 0.477 -0.611
C 8.0051 7.0879 -5.4688 0.224 -0.115 -0.402 -0.714
C 7.2337 6.6279 -4.4819 -0.283 1.600 1.250 0.325
C 6.7571 5.2177 -4.4662 -0.519 -1.026 0.243 0.660
O 6.0644 4.8188 -3.5360 0.825 0.305 -1.268 -0.297
O 6.8491 7.4470 -3.4363 0.224 -1.753 -1.185 -0.581
O 8.2698 3.9975 -7.6378 -0.066 1.662 1.080 -0.568
H 6.7714 3.3297 -5.5738 0.027 0.064 0.006 0.433
H 8.3604 8.1102 -5.4918 -0.015 -0.064 0.003 0.437
H 6.2972 6.8826 -2.8521 0.013 0.193 -0.001 0.362
H 8.8266 4.5603 -8.2187 -0.215 -0.218 0.238 0.346
C -0.5520 4.1133 -2.6201 0.291 0.249 0.220 -0.852
C -1.5068 3.9169 -3.5314 -0.242 -1.895 -0.057 0.326
C -2.1412 5.0592 -4.2457 -0.632 0.531 -0.638 0.845
O -3.0026 4.8464 -5.0917 0.603 -0.145 0.637 -0.629
C -1.7031 6.4195 -3.8961 -0.216 -0.243 -0.200 -0.832
C -0.7507 6.6159 -2.9823 0.177 1.925 0.086 0.270
C -0.0972 5.4723 -2.2884 0.529 -0.688 0.559 1.007
O 0.7881 5.6836 -1.4664 -0.572 0.190 -0.528 -0.655
O -0.3361 7.8917 -2.6470 -0.024 -1.993 0.074 -0.574
O -1.9412 2.6425 -3.8465 0.079 2.003 -0.129 -0.558
H -0.0807 3.2920 -2.0950 -0.038 0.031 0.019 0.581
H -2.1850 7.2415 -4.4098 0.033 -0.048 0.022 0.427
H 0.3608 7.7690 -1.9660 -0.269 0.060 -0.276 0.332
H -2.6338 2.7650 -4.5319 0.285 -0.038 0.287 0.344



(2)
105
Properties=species:S:1:pos:R:3:forces:R:3:mulliken_charge:R:1 method="wB97M-V/def2-TZVPD" relative_energy_ev=0.000 largest_force_ha_per_bohr=0.057 total_charge=-1 e_tot_ev=-101504.2342 e_homo_ha=-0.195
K -2.7004 0.3866 -1.0413 -0.113 -0.233 -0.560 0.926
C -6.9394 1.6986 -0.3335 0.611 -0.485 -0.476 -0.621
C -6.5772 2.3368 -1.5490 -0.155 0.127 -0.398 -0.384
N -6.0498 1.4899 -2.4447 -0.551 -0.035 1.598 -0.976
N -6.0148 0.2951 -1.7834 0.108 -0.756 -0.778 0.944
C -6.5358 0.3755 -0.5459 -0.168 1.605 -0.045 -0.396
B -5.9359 -1.0021 -2.6712 -0.152 0.241 0.278 0.063
N -5.3160 -2.2076 -1.8832 0.038 -0.842 -0.193 0.112
C -5.4743 -3.5751 -2.1343 0.349 1.970 0.613 -0.335
C -4.5014 -4.2281 -1.4167 1.108 0.492 -0.238 -0.865
C -3.7491 -3.1856 -0.7694 -1.195 -0.439 -0.224 -0.397
N -4.2647 -1.9835 -1.0651 0.059 -1.267 0.248 0.075
N -5.0465 -0.6699 -3.8893 1.376 0.291 2.570 0.123
C -5.3583 -0.7629 -5.1562 0.943 0.123 -1.248 -0.192
C -4.2119 -0.4828 -5.8874 0.485 0.704 -0.096 -0.858
C -3.2111 -0.1388 -4.9060 -2.104 -0.689 -0.828 -0.596
N -3.7127 -0.2729 -3.6711 -1.195 -0.430 -1.436 0.017
H -7.3501 2.1226 0.5801 0.168 -0.081 -0.377 0.343
H -6.6947 3.3842 -1.8471 0.052 -0.469 0.284 0.428
H -6.5275 -0.4443 0.1363 -0.084 -0.486 0.074 0.454
H -7.0757 -1.3104 -3.0034 0.425 -0.051 -0.234 -0.192
H -6.2789 -3.9407 -2.7603 0.234 0.179 0.013 0.437
H -4.1599 -5.2493 -1.5673 -0.453 0.113 0.468 0.312
H -3.0033 -3.3428 0.0137 0.022 0.356 -0.498 0.424
H -6.3669 -0.9816 -5.4696 0.077 -0.124 0.036 0.410
H -4.1566 -0.3963 -6.9755 0.144 -0.084 0.522 0.323
H -2.2328 0.2313 -5.1673 0.203 -0.077 0.547 0.436
C 2.9947 -1.9358 0.9359 -0.571 1.599 -0.673 -2.003
N 3.2223 -1.4177 2.2731 -0.440 0.681 -0.190 0.374
C 3.1962 0.0489 2.5764 1.208 -0.078 0.160 -1.335
P 2.4127 1.2420 1.3151 -0.712 -0.273 -0.519 0.784
C 3.7015 1.8664 0.1588 0.487 -0.389 -0.255 0.242
C 3.4298 2.1156 -1.2147 -0.430 -0.211 1.425 -0.296
C 4.3966 2.6991 -2.0113 -0.515 0.393 0.410 -0.685
C 5.6123 3.0825 -1.4742 0.314 0.055 -0.017 -0.454
C 5.9052 2.8218 -0.1439 -0.130 -0.887 0.092 -0.629
C 4.9662 2.1689 0.6603 0.198 0.360 0.260 0.059
C 2.1412 2.7315 2.3259 0.327 0.419 0.609 0.642
C 2.5507 4.0156 1.9136 -0.286 -0.569 0.951 -0.424
C 2.1981 5.1009 2.7067 0.628 1.101 -0.394 -0.569
C 1.3841 4.9805 3.8205 0.268 -0.679 0.035 -0.582
C 1.0313 3.7191 4.2658 -0.181 -0.463 -0.413 -0.715
C 1.4166 2.6060 3.5278 0.148 -0.159 -0.637 -0.509
C 3.6405 -2.3237 3.2452 0.426 -0.043 0.932 0.652
C 3.1301 -3.6449 3.3170 0.915 1.830 0.554 -0.089
C 3.5455 -4.4922 4.3169 0.496 -0.458 -0.885 -0.777
C 4.5756 -4.1804 5.1783 0.259 0.421 0.642 -0.552
C 5.0682 -2.8694 5.1527 -0.379 -0.493 -0.791 -0.481
C 4.6016 -1.9444 4.2109 -0.471 0.469 0.160 -0.451
P 1.2230 -1.5039 0.2457 0.697 -0.748 1.146 0.668
C 1.3625 -2.2148 -1.4154 -0.707 -1.422 -0.788 0.188
C 2.5370 -2.5968 -2.0522 0.515 0.188 0.376 0.045
C 2.5780 -3.0134 -3.3847 -0.365 0.176 0.463 -0.729
C 1.3926 -3.2776 -4.0603 0.719 0.682 -0.845 -0.472
C 0.1956 -3.0396 -3.4261 -0.061 0.350 1.575 -0.753
C 0.1863 -2.5116 -2.1127 -1.156 0.103 -0.602 -0.250
C 0.4035 -2.8733 1.1664 -0.353 -0.179 -0.178 0.869
C -0.4122 -2.7049 2.2663 -0.938 -0.712 0.782 -0.624
C -1.0991 -3.7954 2.8573 0.309 1.003 0.082 -0.712
C -1.0309 -5.0642 2.2892 -0.222 0.239 1.152 -0.631
C -0.2005 -5.2529 1.2236 1.382 0.335 -0.754 -0.893
C 0.5449 -4.1722 0.7450 0.601 -1.452 -1.664 -0.131
H 3.2033 -3.0120 0.9408 -0.101 0.372 -0.308 0.932
H 3.6543 -1.3948 0.2297 0.126 -0.436 0.218 0.493
H 4.1987 0.4533 2.8887 -0.492 -0.501 -0.568 0.195
H 2.6200 0.1613 3.4961 -0.282 0.106 -0.102 0.687
H 2.4246 1.9635 -1.6106 0.212 -0.110 0.090 0.418
H 4.0812 2.9875 -2.9918 0.221 0.000 -0.595 0.423
H 6.3442 3.6010 -2.0844 -0.051 -0.071 -0.024 0.376
H 6.8974 3.0093 0.2317 0.105 0.298 0.175 0.405
H 5.1761 1.9664 1.7299 0.017 0.188 -0.819 0.164
H 3.1846 4.1472 1.0516 -0.039 0.055 -0.099 0.333
H 2.6584 6.0848 2.4891 -0.624 -0.570 -0.115 0.311
H 1.0371 5.8161 4.3847 0.079 0.660 0.178 0.429
H 0.4213 3.6132 5.1531 0.018 -0.099 0.021 0.373
H 1.1380 1.5917 3.8039 -0.197 0.285 0.304 0.244
H 2.3999 -3.8919 2.6084 -1.027 -0.715 -0.660 0.209
H 3.1898 -5.4953 4.2854 -0.470 -0.639 0.185 0.384
H 4.9515 -4.9641 5.8616 -0.150 0.773 -0.339 0.330
H 5.8845 -2.6137 5.7870 0.363 0.356 0.532 0.384
H 4.9023 -0.8741 4.2343 0.134 -1.118 0.063 0.229
H 3.4167 -2.6033 -1.4195 0.404 0.310 -0.595 0.293
H 3.5199 -3.0362 -3.9017 0.308 -0.460 -0.015 0.387
H 1.4241 -3.5137 -5.1353 -0.079 -0.137 0.646 0.318
H -0.7279 -3.2421 -3.9264 -0.467 -0.017 -0.111 0.546
H -0.8061 -2.3482 -1.6314 0.785 -0.026 -0.430 0.215
H -0.5522 -1.7435 2.7132 -0.033 0.570 0.126 0.515
H -1.6457 -3.5790 3.7884 0.095 -0.350 -0.618 0.406
H -1.4966 -5.9240 2.7487 -0.350 0.090 0.036 0.455
H -0.0106 -6.2331 0.7943 -0.209 0.096 0.082 0.439
H 1.2717 -4.3666 -0.0696 -0.606 0.005 0.431 0.290
C -0.0793 6.5589 -1.5619 -0.175 -0.128 0.461 -1.019
N -0.8065 5.3813 -1.0614 0.640 0.465 -1.373 0.180
C -1.7149 5.6225 -0.0950 -0.380 0.079 0.417 0.183
C -2.4134 4.6123 0.4353 0.510 0.322 -0.253 -1.167
C -2.2334 3.3138 -0.1476 0.364 -0.326 0.342 0.726
O -2.9153 2.3923 0.3217 -0.559 -0.588 0.430 -0.865
N -1.3227 3.0640 -1.1235 0.616 0.002 -0.533 -0.184
C -0.5193 4.0311 -1.5901 0.141 1.588 0.179 0.301
O 0.4245 3.9777 -2.4009 -1.036 -0.406 0.842 -0.785
H 0.2313 6.4776 -2.6057 -0.303 -0.179 0.200 0.298
H 0.8069 6.7070 -0.9532 0.457 -0.021 -0.014 0.296
H -0.6990 7.4568 -1.3786 0.143 -0.461 -0.426 0.323
H -1.8620 6.6668 0.2092 0.282 -0.436 -0.042 0.281
H -3.0135 4.6626 1.3110 -0.605 0.330 0.257 0.462